This record from the OMol25 dataset describes a cluster of 12 separate species, C50H103NO22S11 in total at a distorted geometry. The level of theory is ωB97M-V/def2-TZVPD.

Results
Strongest force on any atom ... 4.00 eV/A
Structure (SMILES) ... O=S1(=O)CCCC1.O=S1(=O)CCCC1.O=S1(=O)CCCC1.O=S1(=O)CCCC1.O=S1(=O)CCCC1.O=S1(=O)CCCC1.O=S1(=O)CCCC1.O=S1(=O)CCCC1.O=S1(=O)CCCC1.O=S1(=O)CCCC1.O=S1(=O)CCCC1.CCN(CC)CC
DFT total energy ... -8056.6281 a.u.
Lowest unoccupied orbital energy ... -0.266 eV
Orbital gap ... 7.52 eV

```
187
Properties=species:S:1:pos:R:3:forces:R:3
O -5.1279 -0.5954 -0.9889 -0.187 -0.147 -1.079
S -5.9352 -0.7109 -2.1990 -1.840 -0.341 0.746
O -5.6954 -1.8327 -3.1399 -0.391 2.129 1.273
C -7.7439 -0.5415 -1.7254 1.328 -2.575 2.761
C -8.5054 -0.1970 -2.8653 -0.924 1.616 -2.598
C -7.5910 0.8528 -3.5863 0.258 -0.638 -1.832
C -6.1720 0.9057 -3.0007 0.127 -1.212 0.092
H -7.8460 0.3016 -1.0422 0.712 -0.356 0.575
H -8.0700 -1.4885 -1.2954 0.220 0.097 0.534
H -8.7551 -1.0338 -3.5176 0.265 0.027 -0.079
H -9.4562 0.2608 -2.5923 0.004 0.013 0.089
H -7.9796 1.8668 -3.6805 -0.177 -0.163 0.202
H -7.5160 0.4322 -4.5891 0.138 0.504 -0.294
H -6.1843 1.6059 -2.1654 0.816 0.086 -0.207
H -5.3344 0.9189 -3.6981 -0.213 0.953 -0.106
O 3.0398 3.4192 -0.0050 1.819 -0.398 2.012
S 3.8198 3.3939 1.2585 -1.579 0.024 0.409
O 4.4008 2.1714 1.8436 -0.013 1.163 -1.676
C 4.9629 4.8185 1.3312 -0.057 -0.304 -0.298
C 4.8219 5.3230 2.7634 0.213 -0.120 0.765
C 3.3190 5.3743 3.0103 -0.452 0.842 -0.893
C 2.7664 4.0080 2.6318 0.217 -0.508 0.269
H 4.4757 5.5108 0.6446 0.136 0.157 -0.056
H 5.9324 4.5460 0.9142 0.018 -0.047 0.355
H 5.2598 4.6850 3.5310 -0.045 -0.993 -0.336
H 5.3584 6.2125 3.0936 -0.242 0.657 -1.083
H 2.7979 6.0128 2.2970 0.489 0.606 -0.320
H 3.0959 5.8864 3.9463 -0.259 -0.947 0.424
H 1.7493 3.9874 2.2403 -0.008 0.093 0.298
H 2.9324 3.2648 3.4117 -0.276 -0.055 -0.043
O 5.8490 -2.1965 4.2377 -0.897 -0.297 0.182
S 4.5607 -1.5486 4.3962 -0.153 2.453 -0.831
O 3.3187 -1.9716 3.7680 0.795 -0.754 0.143
C 4.1520 -1.1810 6.1228 0.693 -0.477 0.372
C 4.4957 0.3034 6.3268 0.085 -0.611 1.154
C 5.4278 0.7781 5.2439 -1.294 1.136 -2.439
C 4.8271 0.2511 3.9177 -0.010 -1.594 0.590
H 4.7420 -1.7713 6.8240 0.043 -0.336 -0.351
H 3.1156 -1.5156 6.1672 -0.023 0.515 0.329
H 3.5717 0.8707 6.4380 0.083 0.285 -0.637
H 5.0480 0.5415 7.2359 -0.272 -0.698 0.501
H 6.4844 0.5106 5.2584 -0.174 -0.091 0.677
H 5.2749 1.8566 5.2830 0.769 0.236 -0.311
H 5.4085 0.2175 2.9963 0.382 0.133 0.378
H 3.8649 0.6754 3.6307 -0.054 -0.083 0.416
O -6.6274 -3.7181 0.1455 0.767 -0.748 0.335
S -5.4891 -4.1028 0.9680 2.307 1.161 2.020
O -5.5392 -3.7933 2.4237 -0.300 -0.876 -1.753
C -4.8267 -5.9173 0.6614 -1.358 1.899 -0.165
C -3.5806 -5.6539 -0.2392 -1.038 0.498 0.822
C -2.8873 -4.3805 0.3038 0.266 -1.600 0.521
C -3.8827 -3.2882 0.3571 -1.827 -0.111 -0.934
H -5.7505 -6.2844 0.2142 0.427 -0.479 -0.588
H -4.7844 -6.3798 1.6475 0.727 0.211 -0.043
H -2.8727 -6.4805 -0.3008 -0.276 -0.076 -0.007
H -3.9950 -5.3725 -1.2073 0.195 -0.437 -0.362
H -2.0163 -4.1836 -0.3213 0.016 0.328 0.111
H -2.5613 -4.6081 1.3187 0.423 0.093 -0.003
H -4.2226 -3.0279 -0.6454 0.297 0.440 -0.149
H -3.5786 -2.3994 0.9099 -0.468 -0.153 0.210
O 0.7817 2.4382 -4.3235 0.486 0.289 0.427
S 1.0764 2.4158 -5.7298 0.861 -2.659 -0.561
O 0.6964 3.4874 -6.5754 -0.209 1.639 -0.699
C 2.8392 1.8635 -6.1435 -0.387 -0.622 1.866
C 2.7048 0.5973 -6.9839 -0.668 0.411 -0.152
C 1.4085 -0.1375 -6.4485 -0.086 0.211 -0.531
C 0.3142 0.8881 -6.4010 0.166 2.283 -0.506
H 3.2635 1.4604 -5.2240 -0.238 0.557 0.476
H 3.5191 2.6624 -6.4396 -0.518 0.036 -0.430
H 2.6841 0.9324 -8.0209 -0.693 -0.532 -0.292
H 3.6044 -0.0135 -6.9080 -0.102 -0.056 0.295
H 1.5295 -0.5187 -5.4345 0.485 -0.355 -0.187
H 1.0118 -0.8894 -7.1307 0.623 -0.486 0.162
H -0.6351 0.8096 -5.8711 0.308 -0.688 0.283
H 0.0701 1.1930 -7.4186 -0.106 -0.052 -0.119
O 5.5944 1.1214 -4.4350 -0.632 0.912 1.426
S 5.4609 1.9652 -3.2358 2.936 -0.539 -0.330
O 4.4935 3.0163 -3.1138 -0.606 -0.220 -0.208
C 5.4784 0.9436 -1.6807 0.254 0.599 0.867
C 6.8728 1.0895 -1.0438 0.558 -0.206 -1.653
C 7.3734 2.5034 -1.4211 0.580 -0.309 1.087
C 7.1751 2.8051 -2.9080 -1.805 -1.601 0.666
H 5.1938 -0.1075 -1.7277 -0.167 0.279 -0.704
H 4.7882 1.4733 -1.0241 -0.378 -0.052 -0.191
H 6.8853 0.9330 0.0349 -0.326 0.154 -0.049
H 7.5364 0.3322 -1.4611 0.068 -0.122 -0.113
H 8.4355 2.6167 -1.2037 0.090 -0.137 0.138
H 6.8699 3.0450 -0.6204 -0.274 1.235 -0.785
H 7.9053 2.1994 -3.4447 -0.093 0.165 -0.237
H 7.1560 3.8396 -3.2507 -0.182 -0.176 0.185
O -1.6966 -1.2270 2.9696 0.225 -2.682 1.977
S -1.5203 -2.4693 3.8004 -0.112 0.936 0.830
O -1.1955 -3.7414 3.1825 -0.269 0.712 -0.164
C -0.2425 -2.1282 5.1506 -2.381 -0.849 0.661
C -1.1111 -1.3943 6.2830 0.615 0.931 -1.257
C -2.6255 -1.5843 6.0605 -1.923 0.781 -0.943
C -2.9785 -2.6261 5.0154 1.453 -0.403 -0.951
H 0.6323 -1.8061 4.5858 -0.045 0.972 0.567
H 0.0219 -3.0548 5.6601 -0.041 -0.520 -0.820
H -0.9001 -1.6904 7.3106 0.628 -0.170 -0.321
H -0.9197 -0.3280 6.1629 0.032 0.044 0.437
H -3.1082 -0.6622 5.7366 0.534 0.440 -0.343
H -3.2701 -1.7592 6.9220 0.747 -0.488 0.576
H -3.8663 -2.5723 4.3853 -0.121 0.611 0.228
H -3.0182 -3.6011 5.5012 0.570 -0.336 -0.528
O -3.4234 5.2611 3.2923 -0.863 -0.883 -1.354
S -4.5483 4.3984 2.8692 0.011 1.013 1.999
O -5.6740 5.0005 2.1181 2.103 -1.463 0.827
C -3.9126 2.7591 2.2936 -1.249 -1.195 -0.389
C -4.1789 1.6687 3.4289 0.633 1.695 1.124
C -4.3380 2.4707 4.7771 1.697 -0.279 -0.037
C -5.1227 3.7427 4.4719 -1.364 -1.726 -0.675
H -2.9064 2.8801 1.8925 0.058 0.024 0.457
H -4.5437 2.4905 1.4464 0.065 0.185 -0.187
H -5.0620 1.0359 3.3410 -0.502 0.697 -0.779
H -3.4471 0.8811 3.6084 0.793 0.478 -0.610
H -3.4090 2.7319 5.2840 0.661 0.116 -0.683
H -4.6715 1.7102 5.4832 -1.259 0.563 0.223
H -5.2208 4.5448 5.2034 0.182 -0.196 -0.144
H -6.0681 3.2572 4.2298 -0.810 0.901 0.027
O 2.0415 -8.3150 1.4715 -0.082 -0.129 -0.929
S 1.3388 -7.3306 0.6725 -0.919 1.133 2.355
O -0.1197 -7.3796 0.5965 1.091 -0.461 -0.745
C 1.6946 -5.7223 1.4393 0.846 1.594 -1.012
C 2.9689 -5.1817 0.6864 0.044 -1.827 0.697
C 2.7431 -5.6275 -0.7453 0.899 1.120 -1.418
C 2.1671 -7.0122 -0.9079 -0.627 -0.660 0.637
H 1.7642 -5.7986 2.5244 0.031 -0.246 -0.208
H 0.8592 -5.0799 1.1609 -0.222 -0.072 0.219
H 3.3753 -4.1705 0.7048 -1.189 0.426 0.361
H 3.8312 -5.7070 1.0972 0.066 -0.510 -0.013
H 3.6773 -5.5183 -1.2960 0.221 -0.371 -0.034
H 2.1243 -4.9129 -1.2881 -0.484 0.090 0.306
H 2.8972 -7.8152 -1.0099 -0.016 0.111 -0.110
H 1.3807 -7.0716 -1.6603 0.234 -0.090 -0.083
O -2.1061 3.8671 -0.5966 1.070 3.182 -1.087
S -1.4919 5.1667 -1.0543 1.705 -1.142 2.277
O -1.7740 5.7973 -2.3098 -0.783 -0.236 -0.474
C -1.5473 6.5301 0.2499 0.034 -1.106 1.040
C -0.1397 7.1300 0.4644 0.365 -0.129 -1.244
C 0.8142 6.5201 -0.6031 0.090 0.053 0.513
C 0.3729 5.0749 -0.9231 -0.428 0.100 -0.500
H -1.7254 6.0254 1.1995 -0.729 -0.254 -0.177
H -2.3879 7.1951 0.0518 0.290 0.016 -0.249
H -0.1043 8.2184 0.4171 -0.260 -0.010 -0.219
H 0.2972 6.8907 1.4339 -0.533 -0.292 0.205
H 1.8307 6.5955 -0.2168 0.148 -0.545 0.156
H 0.8855 7.1821 -1.4661 -0.567 -0.431 -0.410
H 0.6038 4.2694 -0.2260 -0.011 0.478 0.626
H 0.8268 4.6975 -1.8394 -0.456 0.180 -0.372
O -3.6662 -4.2498 -5.7157 -1.896 0.273 -0.556
S -2.4983 -3.4567 -5.8927 1.549 -0.108 0.896
O -1.8811 -3.2299 -7.1709 -0.454 0.211 -0.422
C -2.4980 -1.9066 -4.9402 -0.754 0.589 0.006
C -2.3188 -2.3377 -3.5322 0.063 -1.773 1.339
C -1.2054 -3.3816 -3.5796 0.645 -0.688 0.969
C -1.3598 -4.2919 -4.8323 1.657 0.794 0.471
H -3.4172 -1.3442 -5.1041 0.066 -0.045 -0.291
H -1.6046 -1.3248 -5.1666 -0.121 -0.017 -0.754
H -2.0711 -1.6159 -2.7538 -0.036 0.534 -0.502
H -3.1362 -2.9212 -3.1085 -0.753 0.478 -0.426
H -1.2753 -3.9382 -2.6450 -0.120 -0.486 -0.117
H -0.2331 -2.9111 -3.4331 0.251 0.089 -0.834
H -1.6644 -5.3217 -4.6456 -0.314 0.309 0.047
H -0.4560 -4.3142 -5.4413 0.261 -0.118 0.296
C -1.7987 0.5748 -0.7705 0.643 0.013 -0.559
C -0.3109 0.7697 -1.1914 -1.085 -1.407 -0.526
N 0.5953 -0.2754 -0.7580 0.478 -0.322 1.325
C 2.0092 0.0566 -1.1281 -1.523 -1.187 -0.865
C 2.3424 -0.6045 -2.4909 -0.448 -0.616 -0.150
C 0.3569 -0.6707 0.6535 1.336 -0.515 -0.914
C 1.3397 -1.7562 1.1674 -1.102 0.067 0.000
H -1.9631 1.0883 0.1769 -0.281 0.022 -0.119
H -2.1583 -0.4487 -0.6647 0.300 -0.155 -0.074
H -2.3915 1.0118 -1.5741 -0.231 0.311 0.332
H -0.1969 0.6317 -2.2666 -0.452 1.064 -0.307
H -0.0939 1.7865 -0.8641 0.684 0.247 -0.075
H 2.0670 1.1424 -1.2039 0.757 0.076 0.445
H 2.6119 -0.4841 -0.3984 0.432 0.914 0.079
H 2.2274 -1.6825 -2.3778 0.148 -0.215 0.257
H 1.6491 -0.4042 -3.3077 -0.248 0.638 0.233
H 3.3338 -0.4552 -2.9187 0.161 0.359 0.318
H -0.6833 -0.9921 0.7071 0.301 -0.099 0.218
H 0.4978 0.1564 1.3493 -0.212 0.537 0.195
H 2.3337 -1.3508 1.3565 -0.127 -0.169 0.203
H 1.4198 -2.6643 0.5700 -0.004 0.226 -0.601
H 0.8908 -2.1436 2.0820 0.362 0.196 0.377
```
Positions in Å, forces in eV/Å.

Atomic partial charges in e from the Löwdin method, atoms 1 to 6: atom 1 (O): -0.346, atom 2 (S): 0.726, atom 3 (O): -0.326, atom 4 (C): -0.261, atom 5 (C): -0.249, atom 6 (C): -0.191